Here is C24H21IrN6OS5Sb as an isolated structure from OMol25. Energies are from the ωB97M-V functional and the def2-TZVPD basis.

Structure (XYZ):
```
59
Properties=species:S:1:pos:R:3:forces:R:3:mulliken_charge:R:1
Ir 2.565 -0.544 0.535 0.0314 -0.2090 -0.0177 2.090
C 1.698 4.273 3.688 0.0222 0.0078 0.0110 -0.934
C 0.643 3.185 3.825 -0.0013 -0.0514 0.0233 -0.878
N -0.025 2.866 2.565 0.0582 0.0647 -0.0254 0.163
C -1.238 3.618 2.238 -0.0891 -0.0260 0.0338 -0.585
C -1.010 4.737 1.232 -0.0744 -0.0054 0.0055 -1.003
C 0.458 1.969 1.681 -0.2579 -0.1285 0.1466 0.574
S 1.917 1.148 2.159 0.0205 0.0163 0.0402 -0.636
N -0.318 1.748 0.624 0.1858 0.1080 -0.0388 -0.129
C 0.087 1.176 -0.515 -0.1251 -0.2509 0.0137 -0.250
O 1.244 0.867 -0.857 0.0849 0.3122 -0.0310 -0.989
C -1.021 0.868 -1.484 0.0171 -0.0340 0.0352 0.655
C -2.337 1.255 -1.250 0.0816 -0.0299 0.0433 0.056
C -3.335 0.910 -2.146 -0.0269 -0.0098 -0.0097 -0.762
C -3.027 0.170 -3.280 -0.0712 -0.0111 -0.0149 -0.522
C -1.716 -0.215 -3.520 -0.0269 -0.0293 -0.0587 -0.599
C -0.717 0.138 -2.630 0.0070 0.0820 0.0270 -0.462
H 2.174 4.455 4.651 0.0144 -0.0008 0.0470 0.390
H 1.260 5.209 3.347 -0.0304 0.0336 -0.0129 0.279
H 2.469 3.972 2.981 0.0133 -0.0270 -0.0286 0.261
H -0.135 3.495 4.525 0.0181 0.0035 -0.0257 0.392
H 1.088 2.274 4.224 -0.0023 0.0485 -0.0150 0.439
H -1.612 4.024 3.179 -0.0004 0.0196 -0.0350 0.385
H -1.982 2.917 1.860 0.0476 0.0404 -0.0147 0.301
H -0.323 5.488 1.617 0.0491 0.0220 0.0240 0.310
H -1.956 5.230 1.005 -0.0223 0.0104 0.0037 0.358
H -0.606 4.336 0.306 0.0256 -0.0310 -0.0514 0.220
H -2.560 1.820 -0.356 -0.0166 0.0212 0.0125 0.423
H -4.356 1.217 -1.961 -0.0184 0.0000 -0.0008 0.426
H -3.808 -0.102 -3.978 -0.0102 -0.0013 -0.0078 0.412
H -1.473 -0.786 -4.407 0.0061 -0.0168 -0.0280 0.440
H 0.313 -0.134 -2.811 0.0058 0.0181 -0.0188 0.463
S -2.859 -5.417 -2.581 0.1460 0.0601 0.0827 0.133
N -2.737 -4.846 -1.076 -0.0308 0.0435 0.0158 -0.707
C -1.660 -4.077 -1.040 -0.1314 -0.1397 -0.0998 1.135
C -1.188 -3.336 0.109 0.2470 0.2732 0.1211 0.136
C -1.824 -3.331 1.349 0.0487 0.0674 0.0454 -0.684
C -1.302 -2.552 2.361 0.0034 0.0154 -0.0147 -0.946
C -0.169 -1.780 2.109 -0.0269 -0.0442 -0.2032 -0.491
N 0.439 -1.776 0.933 -0.1269 -0.1540 0.0588 0.220
C -0.037 -2.551 -0.048 -0.1777 -0.0040 0.1353 0.011
C 0.699 -2.525 -1.315 -0.0361 -0.0644 -0.1543 -0.592
N 1.818 -1.792 -1.354 0.0625 -0.0969 -0.1522 -0.539
C 2.488 -1.700 -2.496 -0.0754 -0.0799 0.0512 -0.239
C 2.080 -2.354 -3.656 -0.0490 -0.0072 0.0085 -0.828
C 0.942 -3.133 -3.628 0.0878 0.0922 0.1075 -0.709
C 0.228 -3.226 -2.436 0.2665 0.1781 0.1339 0.725
C -0.979 -4.010 -2.283 -0.1191 -0.1271 -0.0881 0.750
N -1.553 -4.728 -3.235 -0.0162 0.0527 -0.0062 -0.682
H -2.712 -3.930 1.494 -0.0232 -0.0155 0.0091 0.534
H -1.762 -2.522 3.337 -0.0259 -0.0104 0.0274 0.450
H 0.266 -1.133 2.860 -0.0019 0.0147 0.0738 0.558
H 3.374 -1.080 -2.464 0.0395 -0.0048 -0.0499 0.370
H 2.663 -2.245 -4.559 0.0168 0.0026 -0.0319 0.447
H 0.592 -3.665 -4.502 -0.0061 -0.0128 -0.0351 0.545
S 6.807 -0.309 2.616 -0.0645 -0.0742 -0.0792 -0.356
Sb 5.760 -1.548 0.936 0.2528 -0.0158 0.1437 0.539
S 4.644 0.124 -0.372 -0.0928 0.1259 -0.1738 -0.576
S 3.625 -2.143 1.893 -0.0828 -0.0213 0.0423 -0.489
```
Forces are in eV/Å.

Calculated values
HOMO level (spin up / spin down): -6.31 / -8.03 eV
M: 883.79 g/mol
Total charge: 0
Frontier orbital gap (spin up / spin down): 5.34 / 6.05 eV
Electronic energy: -3666.51123 hartree
Energy above the lowest of the compared OMol25 structures with the same formula, charge and spin: 0.0 kcal/mol
⟨S²⟩: 8.780
Spin multiplicity: 6

***

Here is C24H22BFN14O4RhS2 as an isolated structure from OMol25. Energies are from the ωB97M-V functional and the def2-TZVPD basis.

Structure (XYZ):
```
69
Properties=species:S:1:pos:R:3:forces:R:3:mulliken_charge:R:1
Rh -0.478 0.204 0.266 -0.4839 0.3330 -0.5897 -0.752
C 3.382 -0.405 -1.058 0.0362 0.1539 0.0372 -1.911
C 2.226 -0.899 -0.482 0.0671 -0.0723 0.0718 -0.629
N 1.550 0.105 0.105 -0.3002 -0.0130 -0.3335 0.774
N 2.249 1.246 -0.100 0.1218 0.0300 0.1369 -0.188
C 3.342 0.963 -0.810 0.0967 -0.0618 -0.0305 0.014
B 1.567 2.597 0.287 0.0806 -0.1369 0.0121 0.838
N 0.813 2.383 1.629 -0.1050 0.1014 -0.0218 0.505
C 0.910 3.073 2.773 -0.0145 0.0389 0.0096 0.058
C -0.117 2.679 3.613 0.0032 0.0486 0.0151 -1.573
C -0.825 1.730 2.889 -0.0102 0.0984 -0.0730 -0.070
N -0.264 1.581 1.685 0.3216 -0.3842 0.3139 0.185
N 0.504 2.781 -0.821 -0.2360 0.1612 0.0585 0.136
C 0.375 3.737 -1.751 0.0452 -0.0842 -0.0487 0.058
C -0.533 3.305 -2.698 0.0191 0.0006 -0.0437 -1.800
C -0.925 2.043 -2.273 0.1395 0.0131 -0.1085 -0.388
N -0.305 1.733 -1.130 -0.0279 -0.0478 0.3722 0.764
N 2.520 3.732 0.435 0.0075 0.0405 -0.2312 0.185
C 3.870 3.794 0.630 -0.0454 -0.0493 0.1276 -0.240
C 4.206 5.106 0.804 -0.0100 0.0294 0.0368 -0.946
C 2.981 5.799 0.710 -0.0192 0.0030 0.0030 -0.299
N 1.972 4.978 0.496 0.0596 -0.0097 -0.0561 -1.008
H 4.149 -0.954 -1.575 -0.0001 0.0098 0.0008 0.538
H 1.835 -1.907 -0.424 0.0053 0.1027 0.0366 1.105
H 4.031 1.737 -1.103 0.0027 -0.0099 0.0172 0.802
H 1.674 3.822 2.897 -0.0019 -0.0093 0.0031 0.471
H -0.338 3.056 4.595 0.0124 -0.0127 0.0003 0.454
H -1.712 1.185 3.165 0.0166 -0.0353 0.0034 0.482
H 0.950 4.644 -1.675 -0.0131 0.0188 0.0140 0.588
H -0.847 3.819 -3.589 0.0003 0.0106 0.0101 0.474
H -1.559 1.343 -2.789 0.1685 0.0723 -0.0554 0.742
H 4.489 2.914 0.676 -0.0161 0.0046 -0.0142 0.644
H 5.187 5.511 0.985 -0.0045 0.0020 -0.0133 0.456
H 2.801 6.860 0.790 0.0020 -0.0081 0.0008 0.487
N -3.597 0.752 -1.377 0.1286 -0.2222 0.0753 -0.189
C -3.671 0.284 -0.161 -0.0352 0.0850 -0.1000 0.298
N -2.596 -0.023 0.564 0.1464 0.1829 0.0591 0.754
C -2.930 -0.819 1.604 -0.1075 -0.0466 0.1333 -0.120
C -4.308 -0.958 1.825 0.0389 -0.0369 -0.0783 -0.363
S -5.188 -0.161 0.632 0.0079 -0.0116 -0.0075 -0.069
C -1.873 -1.450 2.304 0.0168 0.1608 0.0220 -0.789
C -1.964 -2.278 3.395 0.0312 -0.0858 0.0344 -0.321
S -0.416 -2.712 3.933 -0.0383 -0.0191 0.0079 -0.120
C 0.299 -1.730 2.667 0.0401 -0.0825 -0.0861 -0.044
N -0.592 -1.166 1.874 -0.1291 -0.0703 -0.1279 1.528
N 1.610 -1.596 2.590 -0.0788 0.0608 0.0230 -0.260
H -2.698 0.508 -1.835 -0.3726 -0.0193 0.1316 -0.110
H -4.419 0.916 -1.939 0.0035 0.0235 -0.0034 0.272
H -4.791 -1.518 2.611 -0.0152 0.0360 0.0073 0.416
H -2.852 -2.642 3.887 -0.0023 0.0177 -0.0029 0.453
H 2.224 -2.058 3.241 0.0148 -0.0038 -0.0202 0.226
H 2.000 -0.988 1.885 0.0404 -0.0031 -0.0518 0.082
F -2.086 -6.604 -3.532 0.0177 0.0068 0.0177 -0.277
C -1.505 -5.771 -2.682 -0.0235 -0.0444 0.0012 0.201
C -1.010 -4.601 -3.080 -0.0552 0.0747 0.0133 -0.035
N -0.395 -3.716 -2.196 -0.1838 -0.0913 -0.0361 0.191
C 0.027 -2.414 -2.696 0.0099 -0.0375 -0.0944 -1.506
C -1.095 -1.386 -2.591 -0.0897 0.2083 0.0219 0.892
O -1.835 -1.220 -3.541 -0.0759 0.0179 -0.0666 -0.630
O -1.279 -0.718 -1.487 0.6310 -0.4891 0.3706 -0.187
C -0.290 -3.999 -0.863 0.0758 -0.1466 -0.0392 0.460
O 0.227 -3.238 -0.048 -0.0477 0.0546 0.0320 -0.498
N -0.795 -5.217 -0.491 -0.0174 0.0774 0.0685 -0.106
C -1.432 -6.189 -1.284 -0.0084 -0.0500 0.0093 0.255
O -1.846 -7.209 -0.807 0.0015 0.0521 -0.0105 -0.565
H -1.077 -4.281 -4.110 0.0147 0.0118 0.0040 0.421
H 0.244 -2.530 -3.754 0.0924 0.0273 0.0094 0.452
H 0.924 -2.108 -2.176 0.0093 0.0535 0.0245 0.102
H -0.698 -5.455 0.486 0.0416 -0.0293 -0.0029 0.231
```
Forces are in eV/Å.

Calculated values
HOMO level (spin up / spin down): -13.51 / -13.51 eV
M: 767.38 g/mol
Total charge: +2
Frontier orbital gap (spin up / spin down): 6.67 / 4.01 eV
Electronic energy: -3026.63562 hartree
Energy above the lowest of the compared OMol25 structures with the same formula, charge and spin: 0.0 kcal/mol
⟨S²⟩: 0.784
Spin multiplicity: 2

***

Here is C24H22BN3O2RuSSb as an isolated structure from OMol25. Energies are from the ωB97M-V functional and the def2-TZVPD basis.

Structure (XYZ):
```
55
Properties=species:S:1:pos:R:3:forces:R:3:mulliken_charge:R:1
Ru 0.759 -0.668 -0.295 0.2624 0.0148 0.4508 -0.153
C 1.821 -3.629 -1.929 -0.0474 -0.0130 -0.0199 -1.470
C 1.042 -4.003 -0.708 0.0500 0.0130 0.0165 0.931
C 1.050 -5.333 -0.282 -0.0435 -0.0129 0.0426 -0.747
C 0.294 -5.718 0.804 0.0342 0.0037 -0.0410 -0.456
C -0.506 -4.764 1.415 -0.0167 -0.0153 0.0009 -0.842
C -0.460 -3.459 0.955 0.1266 0.0216 -0.1401 -0.102
N 0.336 -3.067 -0.054 0.0144 -0.0286 -0.0521 0.524
Sb -1.859 -2.096 1.812 -0.1652 0.0895 0.1415 0.884
C -2.368 -1.015 0.048 0.0276 -0.0016 -0.1089 -0.304
C -3.715 -0.801 -0.182 -0.0435 -0.0211 -0.0244 -0.765
C -4.108 -0.166 -1.350 -0.0080 0.0173 -0.0775 -0.515
C -3.135 0.156 -2.270 -0.0139 -0.0373 0.0413 -0.809
C -1.792 -0.101 -1.995 -0.0044 -0.0905 0.0493 0.976
C -0.782 0.166 -3.068 0.0606 0.0408 0.0050 -1.526
N -1.407 -0.623 -0.811 -0.1751 0.0817 -0.0303 0.609
C -0.491 -0.642 2.528 0.1463 0.0690 -0.1046 -0.084
C -0.720 -0.259 3.838 -0.0453 0.0007 0.0394 -0.671
C 0.132 0.647 4.442 -0.0218 -0.0113 -0.0014 -0.710
C 1.210 1.073 3.706 0.0182 0.0158 -0.0485 -0.753
C 1.419 0.642 2.392 0.0489 0.0793 0.1727 1.154
C 2.704 1.088 1.767 -0.0604 -0.0351 -0.0123 -1.328
N 0.535 -0.180 1.772 -0.0563 -0.1356 0.1645 0.453
H 1.894 -4.490 -2.593 0.0284 -0.0033 0.0007 0.461
H 1.350 -2.797 -2.448 0.0011 -0.0083 -0.0001 0.190
H 2.822 -3.290 -1.662 -0.0050 -0.0121 0.0045 0.233
H 1.651 -6.050 -0.825 -0.0014 -0.0070 0.0096 0.445
H 0.300 -6.743 1.150 -0.0016 -0.0012 -0.0034 0.404
H -1.165 -5.032 2.231 -0.0040 0.0123 0.0012 0.383
H -4.450 -1.129 0.542 0.0238 -0.0113 0.0169 0.394
H -5.152 0.038 -1.549 0.0070 0.0122 -0.0036 0.407
H -3.389 0.603 -3.221 -0.0091 0.0043 0.0040 0.480
H -1.128 -0.279 -4.003 -0.0174 0.0191 0.0145 0.543
H -0.660 1.236 -3.233 0.0206 0.0319 0.0157 0.272
H 0.197 -0.237 -2.814 0.0114 -0.0155 0.0014 0.053
H -1.565 -0.671 4.374 0.0024 -0.0058 -0.0059 0.366
H -0.030 0.988 5.456 0.0037 0.0002 -0.0030 0.409
H 1.933 1.752 4.134 -0.0078 0.0033 0.0144 0.345
H 3.229 1.743 2.460 0.0074 -0.0041 0.0234 0.401
H 3.324 0.222 1.544 -0.0054 0.0057 -0.0280 0.217
H 2.575 1.613 0.826 0.0004 0.0063 -0.0222 0.202
S 2.830 -0.663 -0.843 -0.1243 -0.0280 -0.2476 -0.637
O 1.279 2.118 -1.597 0.0241 0.1611 -0.0734 -0.634
B 0.731 1.344 -0.546 0.0618 -0.1560 -0.2618 1.071
O 0.012 2.234 0.302 -0.1136 -0.0271 0.0500 -0.282
C 0.126 3.482 -0.236 0.0596 0.1192 -0.0938 0.682
C -0.396 4.674 0.215 -0.0018 -0.0914 0.0358 -1.118
C -0.120 5.811 -0.545 -0.0007 0.0540 -0.0114 -0.557
C 0.648 5.741 -1.700 -0.0038 0.0201 -0.0086 -0.480
C 1.176 4.529 -2.148 0.0093 -0.0689 0.0272 -1.230
C 0.897 3.412 -1.392 -0.0509 -0.0472 0.0913 0.911
H -0.992 4.720 1.117 0.0012 -0.0062 -0.0093 0.505
H -0.512 6.768 -0.224 0.0031 -0.0038 -0.0054 0.383
H 0.843 6.644 -2.264 0.0016 -0.0040 0.0045 0.387
H 1.783 4.461 -3.041 -0.0079 0.0065 -0.0010 0.501
```
Forces are in eV/Å.

Calculated values
HOMO level (spin up / spin down): -6.35 / -6.12 eV
M: 650.17 g/mol
Total charge: 0
Frontier orbital gap (spin up / spin down): 6.36 / 6.12 eV
Electronic energy: -2000.73170 hartree
Energy above the lowest of the compared OMol25 structures with the same formula, charge and spin: 3.1 kcal/mol
⟨S²⟩: 0.767
Spin multiplicity: 2

***

Here is C24H22Br4KN7O2SSe as an isolated structure in a non-equilibrium geometry from OMol25. Energies are from the ωB97M-V functional and the def2-TZVPD basis.

Structure (XYZ):
```
62
Properties=species:S:1:pos:R:3:forces:R:3:mulliken_charge:R:1
K 0.850 -0.880 -0.354 -0.7433 2.1921 0.0455 1.180
N -0.114 -2.244 2.888 -0.0951 0.1432 -0.1679 -0.754
C -1.071 -1.179 2.557 0.1057 -0.0898 -0.0130 0.017
C -2.110 -1.665 1.561 0.0216 0.0914 -0.1312 -0.888
N -1.473 -2.093 0.322 -0.3277 -0.3342 0.1495 0.257
C -2.381 -2.449 -0.762 0.0692 0.0814 -0.0069 -1.144
C -2.348 -1.456 -1.924 0.1727 0.0049 0.0618 -0.055
N -0.981 -1.257 -2.399 -0.4798 -0.0905 -0.2636 -0.389
H 0.464 -1.939 3.662 -0.0106 -0.0364 0.0463 0.267
H 0.569 -2.355 2.130 0.0553 -0.0240 0.1098 0.233
H -0.593 -0.274 2.155 -0.0157 -0.0263 0.0114 -0.063
H -1.602 -0.894 3.470 0.0263 0.0340 0.0517 0.467
H -2.781 -0.832 1.325 0.0068 -0.0167 -0.0213 0.256
H -2.710 -2.468 2.020 0.0011 -0.0245 0.0043 0.419
H -0.855 -2.873 0.515 -0.0193 0.0136 0.0511 0.155
H -3.416 -2.512 -0.399 -0.0020 -0.0565 -0.0007 0.364
H -2.118 -3.438 -1.147 0.0399 -0.0228 -0.0208 0.434
H -2.736 -0.496 -1.572 0.0359 -0.0019 -0.0109 -0.198
H -3.042 -1.831 -2.692 -0.0365 -0.0008 -0.0405 0.375
H -0.955 -0.688 -3.235 -0.0309 -0.0242 0.0045 0.172
H -0.509 -2.136 -2.606 0.1658 0.0910 0.1349 0.169
S 3.558 3.898 0.108 -0.2556 -0.1884 0.1426 -0.388
C 4.281 2.731 -0.910 0.0617 -0.0544 -0.1005 -0.365
C 3.520 1.605 -1.041 -0.0039 0.1821 0.0595 -0.743
C 2.273 1.595 -0.313 -0.0182 0.2763 -0.1328 -0.281
C 2.161 2.767 0.372 0.2759 0.3276 -0.0265 0.166
C 1.091 3.225 1.262 -0.0509 -0.0850 0.0606 0.351
C 0.994 4.565 1.695 -0.0011 -0.0643 -0.0708 -1.037
C -0.053 4.955 2.502 0.0165 0.0152 -0.0072 -0.277
C -1.005 4.017 2.887 0.0258 0.0109 0.0018 -1.033
C -0.825 2.717 2.438 0.0213 -0.0601 -0.0802 0.042
N 0.180 2.321 1.665 0.0143 0.0646 0.0056 0.173
H 5.247 2.942 -1.354 -0.0489 -0.0503 0.0022 0.407
H 3.855 0.772 -1.653 -0.0118 0.0294 0.0320 0.413
H 1.740 5.281 1.376 -0.0305 0.0173 0.0014 0.298
H -0.133 5.987 2.827 0.0082 -0.0105 -0.0014 0.383
H -1.846 4.281 3.516 0.0138 -0.0273 -0.0174 0.377
H -1.538 1.940 2.712 0.0499 0.0458 -0.0158 0.334
Br 4.076 -7.220 -1.979 0.0054 0.0317 0.0198 -0.248
C 3.552 -5.634 -1.063 -0.0718 0.1114 0.0046 0.113
C 3.909 -5.425 0.250 -0.0824 0.1254 -0.0046 0.092
Br 4.944 -6.715 1.194 -0.0065 0.0398 -0.0143 -0.244
C 3.470 -4.247 0.900 -0.0486 -0.0083 -0.0911 -0.034
Br 3.931 -3.903 2.718 -0.0053 -0.0354 0.0018 -0.239
C 2.664 -3.261 0.300 0.0697 -0.1111 0.1846 0.103
O 2.233 -2.224 0.923 0.6459 -1.1740 0.3526 -0.847
C 2.308 -3.468 -1.124 0.0206 -0.1425 -0.2742 0.156
O 1.605 -2.595 -1.744 0.4638 -1.1480 -0.2904 -0.682
C 2.770 -4.659 -1.722 -0.0050 0.0796 0.1164 0.011
Br 2.253 -4.888 -3.546 -0.0020 -0.0069 0.0117 -0.239
Se -5.502 2.297 -0.285 -0.4664 -0.0292 0.2139 0.157
N -4.877 3.423 -1.508 0.0668 -0.0396 -0.0366 -0.853
C -3.593 3.162 -1.588 0.2291 0.0783 -0.0853 0.741
C -2.667 3.834 -2.457 -0.1955 0.0138 0.0560 -0.451
C -1.380 3.451 -2.402 0.2069 -0.0022 0.0062 -1.045
C -0.959 2.391 -1.508 0.3390 -0.0820 0.0145 -0.167
N -1.749 1.747 -0.719 -0.4257 -0.2021 0.2867 0.359
C -3.070 2.115 -0.721 0.1553 0.1524 -0.2030 0.576
N -3.952 1.533 0.064 0.1477 -0.0191 -0.0889 -0.525
H -3.014 4.621 -3.113 -0.0502 -0.0008 0.0107 0.406
H -0.635 3.933 -3.022 0.0553 -0.0588 0.0304 0.469
H 0.093 2.094 -1.453 -0.0524 0.0957 -0.0690 0.293
```
Forces are in eV/Å.

Calculated values
HOMO level: -0.80 eV
M: 910.23 g/mol
Total charge: -2
Frontier orbital gap: 3.46 eV
Electronic energy: -15157.14658 hartree
Energy above the lowest of the compared OMol25 structures with the same formula, charge and spin: 51.8 kcal/mol